Entry 1:
53
Properties=species:S:1:pos:R:3:forces:R:3:nbo_charge:R:1 method="wB97M-V/def2-TZVPD" energy_ha=-3114.39195 de_lowest_kcal_mol=21.54 total_charge=+1 orbital_gap_ev=6.24
Os 0.9389 0.5308 -0.2010 1.3049 0.2381 -1.2996 1.284
O 0.1092 -3.8722 -3.3205 -0.1141 0.1362 -0.0404 -0.665
C -0.8654 -2.9906 -3.6134 0.1119 -0.2125 0.0158 0.448
C -1.7248 -3.3218 -4.6588 -0.0415 -0.0241 -0.0433 -0.291
C -2.7638 -2.4835 -4.9976 0.0027 -0.0166 -0.0278 -0.138
C -2.9759 -1.2862 -4.3100 0.0226 -0.0307 0.0137 -0.252
C -2.1152 -0.9369 -3.2982 0.0357 0.0295 0.0094 -0.132
C -1.0472 -1.7751 -2.9362 -0.0079 0.1174 0.0232 -0.267
C -0.1354 -1.3620 -1.8874 -0.1553 -0.0114 0.2100 0.562
O -0.2517 -0.0635 -1.4716 -0.5254 -0.2317 -0.8941 -0.560
N 0.7639 -2.1195 -1.3649 0.1283 0.3111 0.2511 -0.401
N 1.4453 -1.4271 -0.3609 -0.2204 -0.5291 0.0836 -0.357
C 2.3904 -2.0796 0.2441 -0.2526 -0.1019 -0.0896 -0.049
S 2.8238 -3.6973 -0.1752 0.0228 -0.0521 -0.0005 0.399
C 4.3467 -3.6549 0.8173 -0.0078 0.0439 -0.0170 -0.533
C 4.0493 -2.8683 2.0751 -0.0421 -0.0419 0.0315 -0.522
S 3.2237 -1.3351 1.5588 0.1117 0.1085 0.0272 0.365
H 0.6139 -3.5536 -2.5535 0.0483 -0.0199 0.0246 0.504
H -1.5512 -4.2516 -5.1831 -0.0193 0.0008 0.0093 0.237
H -3.4228 -2.7605 -5.8102 -0.0047 -0.0059 0.0149 0.226
H -3.8038 -0.6427 -4.5711 0.0157 0.0073 -0.0119 0.226
H -2.2504 -0.0076 -2.7630 -0.0038 -0.0048 -0.0069 0.224
H 5.1211 -3.1728 0.2224 0.0537 -0.0435 0.0232 0.236
H 4.6401 -4.6804 1.0340 -0.0396 -0.0105 0.0084 0.259
H 4.9536 -2.5983 2.6175 0.0038 0.0195 -0.0258 0.257
H 3.3707 -3.4048 2.7365 0.0438 -0.0351 0.0217 0.240
Cl -3.9483 1.4734 6.6972 0.0195 -0.0151 -0.0324 0.044
C -2.9535 1.0825 5.3399 -0.0454 0.0193 0.0559 -0.002
C -3.0949 -0.1556 4.7278 0.0141 -0.0329 -0.0218 -0.250
C -2.2967 -0.4654 3.6422 -0.0053 -0.0231 0.0360 -0.082
C -1.3694 0.4617 3.1746 0.0536 0.1351 0.0008 -0.225
C -1.2416 1.7017 3.7967 0.0040 0.0229 0.0232 -0.152
C -2.0318 2.0160 4.8864 0.0064 -0.0022 -0.0143 -0.228
C -0.5469 0.1121 2.0088 0.4582 -0.4806 -0.0988 0.775
O -0.4791 -0.9903 1.4901 -0.6195 0.4493 0.4528 -0.615
O 0.1610 1.1354 1.4606 0.0029 -0.2585 0.6531 -0.693
H -3.8234 -0.8604 5.1023 0.0030 0.0021 0.0015 0.242
H -2.3841 -1.4233 3.1475 -0.0015 0.0093 -0.0042 0.236
H -0.5137 2.4145 3.4334 -0.0103 -0.0041 0.0064 0.230
H -1.9432 2.9707 5.3851 0.0044 -0.0074 0.0026 0.238
C -0.8616 3.8836 0.1889 0.0138 0.0038 -0.0396 -0.672
C 0.3994 3.8065 -0.6030 0.0354 -0.1121 -0.1478 0.330
C 0.9420 4.9216 -1.2431 -0.0402 0.0676 -0.0123 -0.302
C 2.0676 4.7630 -2.0195 0.0411 -0.0169 -0.0369 0.120
N 2.6913 3.5800 -2.1665 -0.0722 0.0122 0.0501 -0.430
C 2.1425 2.5961 -1.5201 -0.1077 0.1003 -0.0080 0.290
S 2.7650 0.9386 -1.4332 0.1273 0.3429 0.6374 0.156
N 1.0290 2.6363 -0.7551 -0.3752 0.1686 0.1634 -0.534
H -0.9392 4.8543 0.6750 -0.0227 -0.0044 0.0017 0.243
H -0.9170 3.0909 0.9269 0.0189 -0.0221 0.0199 0.256
H -1.7122 3.7835 -0.4897 0.0029 0.0006 -0.0006 0.254
H 0.4730 5.8883 -1.1313 0.0144 0.0065 -0.0151 0.246
H 2.5034 5.5997 -2.5513 0.0090 -0.0019 0.0162 0.224

=====

Entry 2:
7
Properties=species:S:1:pos:R:3:forces:R:3:nbo_charge:R:1 method="wB97M-V/def2-TZVPD" energy_ha=-2831.65127 smiles=Brn1ncnn1 de_lowest_kcal_mol=1.88 orbital_gap_ev=9.09
Br 4.4372 -0.1375 0.0002 -2.9347 0.0287 0.1671 0.282
N 2.4471 0.1588 0.0814 2.8696 -0.2115 -0.1165 -0.031
N 1.4724 -0.7081 0.0215 0.0913 -0.8244 -0.1087 -0.254
C 0.4292 0.0985 -0.0397 0.3289 0.1490 0.0593 0.091
N 0.8013 1.3939 -0.0219 -1.2259 0.2455 -0.0231 -0.252
N 2.0761 1.4082 0.0472 1.0562 0.8806 0.0101 -0.053
H -0.5919 -0.2095 -0.0965 -0.1856 -0.2679 0.0119 0.216

=====

Entry 3:
87
Properties=species:S:1:pos:R:3:forces:R:3:mulliken_charge:R:1 method="wB97M-V/def2-TZVPD" multiplicity=4 energy_ha=-1580.02778 total_charge=+1 orbital_gap_ev="4.21 / 7.40"
Sr -1.9631 -3.6255 -0.7361 -0.0879 0.7235 0.0763 0.630
Pd -3.4060 0.2779 -1.6576 1.1356 -1.0930 -1.1539 0.293
B -4.6413 -1.2356 -2.9506 -0.6114 -0.3832 0.8300 0.992
H -4.9646 -1.8774 -3.7555 -0.5996 -2.1147 -2.9634 -0.103
H -3.9476 -1.7415 -2.2970 2.9116 -2.4299 2.7062 -0.382
H -4.1956 -0.3397 -3.3541 2.0472 3.9951 -1.9542 -0.412
H -5.5221 -0.9749 -2.3845 -3.3763 1.2459 2.3152 -0.181
C 0.0692 -0.6132 0.4097 0.3470 0.4689 2.5155 -0.669
C -0.2496 -0.3497 -0.9854 -2.1416 -0.0787 -1.3590 0.604
O -1.4922 -1.0015 -1.3719 0.4047 0.0354 -0.1779 -0.319
H 0.5218 0.3004 0.7951 0.5605 -0.1344 0.3618 0.191
H 0.7205 -1.4631 0.6140 0.1708 0.0594 -0.3158 0.032
H -0.7881 -0.7595 1.0667 -0.3844 0.0494 -0.2950 0.176
H 0.6527 -0.5989 -1.5438 -0.3114 -0.4462 -0.9014 0.045
H -0.4065 0.7107 -1.1828 0.1150 0.3047 0.1803 -0.281
C 4.2777 -0.9028 2.3037 0.6745 -0.6842 -0.3122 -0.847
C 3.6971 -1.5626 3.4778 -1.0214 0.8718 1.2157 -0.094
O 2.7141 -0.6985 4.0210 -1.6758 0.1107 0.5337 -0.446
H 3.4750 -0.9347 1.5670 0.4585 0.4029 -0.4463 0.080
H 5.0812 -1.6076 2.0902 0.4425 0.5549 -1.0159 0.347
H 4.6196 0.1083 2.5248 0.1864 -0.1134 -0.2402 0.361
H 4.3726 -1.7647 4.3090 0.3520 -0.6828 -0.4138 0.376
H 3.1365 -2.4098 3.0827 0.2474 -0.4707 0.7158 0.025
H 3.0991 0.1121 4.3620 0.2521 -0.0650 -0.0077 0.227
C -1.7787 -0.0017 5.2702 -0.4110 -0.2895 -0.2897 -1.312
C -0.6449 -0.5205 4.3725 0.5479 0.4353 2.1030 0.560
O 0.0618 -1.5988 5.0973 -1.0729 1.1459 -1.3551 -0.569
H -1.5701 0.2552 6.3088 0.9106 -0.6858 0.0353 0.363
H -2.5670 -0.7542 5.2880 -0.3395 0.3417 0.0239 0.319
H -2.1232 0.9836 4.9561 -0.4488 -0.2142 -0.7764 0.296
H -0.0242 0.3586 4.1991 0.7463 -0.2434 0.0599 0.115
H -0.9717 -0.7987 3.3706 -0.3300 -0.5184 0.1055 -0.111
H 0.9907 -1.4763 4.8882 0.4741 0.0536 -0.0696 0.364
C 1.1542 -4.4057 -4.0320 0.8039 -0.3815 1.0351 -1.244
C 0.8181 -3.4626 -2.8876 0.6830 1.0409 -3.5967 -0.140
O 0.3536 -4.1020 -1.7701 -0.7673 -0.2447 1.6282 -0.286
H 1.5735 -3.7622 -4.8055 -0.0719 -0.4858 -0.3515 0.349
H 0.3817 -5.1020 -4.3582 -0.2408 0.4995 -0.1229 0.330
H 1.9388 -5.0230 -3.5945 0.4243 -0.3458 -0.5842 0.374
H 0.1415 -2.7555 -3.3675 -0.7538 0.2137 1.0909 0.245
H 1.7427 -2.9062 -2.7336 0.0128 0.1836 0.5948 0.244
H 1.0860 -4.6380 -1.4570 -0.0387 -0.4021 0.3132 0.183
C 2.3022 3.6353 1.1303 0.1396 -0.5110 -0.2628 -0.524
C 1.0981 3.9654 1.9438 0.5445 0.9926 1.2187 0.206
O 1.3659 5.0451 2.9166 -1.0724 -0.6885 -1.4573 -0.561
H 2.0253 2.7149 0.6163 0.3241 -0.1694 -0.3572 -0.148
H 3.1929 3.4338 1.7253 0.0536 0.1421 -0.0737 0.367
H 2.4528 4.4178 0.3865 0.4099 -0.0816 0.1161 0.284
H 0.6874 3.0854 2.4386 0.0162 -0.0338 0.2795 -0.048
H 0.3791 4.2701 1.1833 -0.4496 0.6617 0.6514 0.106
H 1.9679 4.7493 3.6034 0.0565 -0.3514 -0.1317 0.307
C 0.6672 -4.8456 3.0646 1.0548 -0.9675 1.0764 -1.413
C 0.6554 -3.8484 1.9714 -0.6782 1.2013 1.1940 0.386
O -0.7228 -3.6721 1.6596 -1.0280 0.0949 -2.0804 -0.270
H 0.1668 -4.5382 3.9829 -0.6166 0.4735 -0.3661 0.371
H 1.6627 -4.9900 3.4843 0.3502 -0.4804 -0.4883 0.392
H 0.2116 -5.7741 2.7206 0.2760 -0.1245 0.1436 0.354
H 1.2136 -4.0927 1.0676 -0.1975 -0.2134 0.0488 0.255
H 0.9691 -2.8708 2.3372 0.6412 0.0215 -0.0491 -0.266
H -1.1910 -3.2292 2.3711 0.1128 0.0036 0.3828 0.249
C 2.2081 1.9535 -2.8132 -2.1135 -0.1935 1.6335 0.023
C 2.4535 3.0843 -3.7081 0.7192 0.7351 -1.4414 -0.392
O 1.8634 4.2812 -3.2157 0.2473 -0.0922 0.8858 -0.522
H 1.1448 1.7564 -2.9496 -0.0866 -1.2232 -0.1502 -0.243
H 2.1510 2.2951 -1.7797 0.7694 0.1720 0.2233 -0.153
H 2.8868 1.1029 -2.8764 -0.3412 0.0685 -0.3368 0.431
H 1.9553 2.9440 -4.6674 0.4661 -0.5305 -0.3687 0.257
H 3.5356 3.0660 -3.8381 0.1927 1.0791 -0.3123 0.353
H 2.1813 5.0443 -3.7037 0.0925 -0.0679 -0.1277 0.289
C -1.3512 1.1598 -5.1821 -1.2451 0.2393 0.0150 -0.631
C -2.5697 1.7703 -4.5000 -0.9148 -0.6778 -1.6927 -0.414
O -2.3942 1.7166 -3.1108 0.3373 0.8121 1.1526 -0.284
H -0.5245 1.7925 -4.8591 0.4986 -0.4506 -0.1148 0.075
H -1.4599 1.2381 -6.2638 0.1335 -0.0180 0.0092 0.419
H -1.2999 0.1092 -4.8964 0.5189 0.1095 0.0448 0.096
H -3.5205 1.2571 -4.6439 0.2556 -0.2870 -0.4822 0.329
H -2.7364 2.7754 -4.8874 0.1135 0.3467 0.4462 0.267
H -1.5813 2.2080 -2.9721 0.2743 -0.0435 0.7092 0.175
C -2.6544 3.2921 1.7327 -1.6214 -1.2533 -0.4346 -1.068
C -3.6271 2.5518 0.7701 -1.1493 0.4997 0.1561 -0.391
O -2.8638 1.9054 -0.2566 0.2227 -0.1149 0.5286 -0.184
H -2.1323 2.5272 2.3077 0.2463 0.1750 -0.0163 0.145
H -3.2454 3.8930 2.4239 0.2555 0.2152 -0.0890 0.415
H -1.9589 3.8938 1.1476 -0.0379 0.1755 0.1936 0.424
H -4.3984 3.1408 0.2738 0.6078 1.2385 -0.2367 0.325
H -4.3762 1.8610 1.1571 0.9882 -0.8048 0.9167 0.384
H -2.2127 2.5864 -0.4410 0.4091 -0.3082 -0.6937 0.103